Entry 1:
Formula: C5H10N2
Source: the OMol25 dataset
Level of theory: the ωB97M-V functional and the def2-TZVPD basis

Structure (ORCA input):
```
! RIJCOSX wB97M-V def2-TZVPD def2/J DEFGRID3
* xyz 0 1
C -1.340 -0.534 1.361
C -0.700 1.174 -1.141
N -0.007 -0.794 0.852
C 0.455 -1.039 -0.589
C 0.437 0.479 -0.433
C 1.602 1.159 -0.177
N 1.275 -1.877 -1.012
H 0.590 -1.257 1.537
H 1.411 -2.710 -0.447
H -1.424 0.528 1.603
H -2.116 -0.815 0.643
H -1.486 -1.095 2.283
H -1.382 0.476 -1.628
H -0.301 1.822 -1.921
H -1.279 1.770 -0.442
H 2.461 0.637 0.219
H 1.805 2.076 -0.711
*
```

Output
Relative energy (zero: lowest compared OMol25 entry of this formula, charge and spin), kcal per mole: 102.9
DFT total energy, Ha: -305.8599
Gap between HOMO and LUMO, eV: 7.70
Lowest unoccupied orbital energy, eV: 0.662


Entry 2:
Formula: C2H4N2O2
Source: the OMol25 dataset
Level of theory: the ωB97M-V functional and the def2-TZVPD basis

Structure (ORCA input):
```
! RIJCOSX wB97M-V def2-TZVPD def2/J DEFGRID3
* xyz 0 1
C 0.971 -1.858 -0.357
N 0.699 1.006 -1.119
C -0.527 0.667 0.837
O -0.228 0.185 -0.398
N -1.317 0.126 1.633
O 0.360 -2.560 0.285
H 0.275 1.153 -2.033
H 1.530 0.427 -1.246
H -1.748 -0.732 1.296
H -0.016 1.587 1.102
*
```

Output
Relative energy (zero: lowest compared OMol25 entry of this formula, charge and spin), kcal per mole: 84.7
DFT total energy, Ha: -338.5182
Gap between HOMO and LUMO, eV: 11.48
Lowest unoccupied orbital energy, eV: 1.006